1.
Computed, not measured: C14H36CrN8O26S as an isolated structure at a distorted geometry, with wB97M-V/def2-TZVPD.

Cartesian coordinates (Å):
H 0.943 1.335 -3.154
N -2.800 2.834 3.383
H 1.436 1.739 2.819
O 2.068 0.158 -5.871
C 4.797 -1.062 0.665
N 2.197 -2.637 2.496
H -3.355 -1.113 1.627
H -5.778 -4.473 -0.726
O 3.140 1.046 -4.217
N 4.714 3.552 -0.696
H -2.354 -1.163 -2.340
O -2.942 2.531 4.545
O -2.946 3.948 2.939
O -0.036 0.447 0.982
O -2.658 -2.994 1.141
O -5.969 -2.678 -1.770
N 2.136 0.632 -4.757
H -2.091 0.924 3.038
H -3.181 -0.179 -3.496
H -2.388 -1.176 0.181
H 3.188 2.754 -1.738
C 1.319 1.692 3.896
H -1.493 2.141 1.830
H 1.127 -0.404 -3.309
H -2.952 -1.894 -3.886
C -2.317 1.800 2.442
N -3.136 2.239 -1.493
H -0.493 -5.896 -0.510
C -4.679 -2.545 -2.000
O 1.534 4.788 -0.984
H 0.320 3.284 1.392
O 1.744 -3.358 1.634
H -7.444 -3.906 -1.074
O 6.548 -1.842 -0.608
O 3.608 1.402 3.885
H -1.537 -1.367 1.714
H 1.001 2.684 4.221
O 3.333 -2.685 2.900
C -3.149 -1.187 -3.084
H -1.949 -6.739 -0.510
C -1.751 2.515 -1.866
O 1.638 -0.921 -0.084
O -4.015 2.959 -1.888
H 1.711 -0.632 2.676
H 4.053 -0.316 0.390
O 2.569 1.093 5.738
H 4.033 1.586 -0.722
H 0.042 0.487 -4.470
O 6.443 0.288 -0.288
H 0.629 0.940 4.264
O -0.485 5.022 -0.250
O -0.769 -3.223 -0.040
H 0.331 -1.585 2.691
C 1.344 -1.576 3.077
O -3.811 -3.334 -1.703
C -1.783 -3.693 0.469
H -1.215 2.397 -0.922
C 0.941 0.514 -3.863
N 2.604 1.397 4.566
H 4.389 -2.054 0.534
O -4.450 -1.370 -2.558
C 4.170 2.398 -1.425
O -0.263 -0.576 -1.257
H 0.823 4.877 1.819
N 6.001 -0.841 -0.168
O -2.220 -4.915 0.304
O 4.575 3.573 0.523
C -2.470 -1.567 1.198
O -3.334 1.154 -0.974
H -6.341 -4.651 -2.306
S 0.634 0.164 -0.272
C 1.045 4.049 1.138
Cr 0.769 -2.300 -1.382
H 4.765 2.085 -2.274
C -1.564 -5.727 -0.643
H -1.739 -5.475 -1.688
H 2.105 3.829 1.120
O 5.224 4.457 -1.333
C -6.432 -3.977 -1.450
H -1.681 3.486 -2.335
H 1.451 -1.640 4.155
O 1.241 1.335 -0.847
N 0.665 4.658 -0.164
H 5.124 -0.845 1.680
H -1.344 1.685 -2.440
H -3.159 1.639 1.766

Values from the calculation:
spin multiplicity: 5
orbital gap (alpha / beta): 7.9 / 7.8 eV
<S²>: 6.030



2.
Computed, not measured: C14H36FeO6 as an isolated structure at a distorted geometry, with wB97M-V/def2-TZVPD.

Cartesian coordinates (Å):
O -0.761 -2.673 1.448
C 0.670 4.384 -1.700
C -1.715 -4.106 -0.216
H 0.205 2.020 0.763
C 0.240 2.988 0.275
H -0.346 4.658 -1.992
H -0.717 3.502 0.329
H 1.954 -3.395 -1.871
C 1.051 -0.955 -3.136
C -2.958 -0.256 -1.243
O -2.226 -0.306 -0.102
H -2.877 -2.243 -2.034
H -2.195 0.914 4.522
H 1.903 -0.270 -3.172
O 1.808 2.138 -1.499
H 1.678 -2.888 -0.332
C -1.656 1.283 3.624
H -1.588 -3.459 -1.085
H 4.418 0.373 3.202
O -1.729 0.290 2.669
C 3.591 0.633 2.533
H -0.138 2.432 -1.726
H 3.969 1.266 1.725
H -0.612 1.446 3.964
C 2.825 -0.597 2.059
H -2.978 0.746 -1.747
C 0.670 2.939 -1.194
H 2.534 2.487 -0.962
Fe -0.345 -0.702 0.918
H 0.193 -0.459 -3.599
H -2.711 -3.787 0.101
H -0.893 -4.693 1.678
H 1.068 5.121 -1.000
C 0.751 -1.544 -1.789
H -3.579 -1.070 -3.139
H -1.826 -1.114 -2.971
H 2.810 -1.862 -1.368
C -2.239 2.585 3.142
H -3.320 2.746 3.233
H 1.312 -1.744 -3.854
H -2.031 2.810 2.092
H 1.211 4.574 -2.639
H 3.193 -0.897 1.056
H -1.772 3.405 3.724
H 2.917 1.231 3.158
H -0.215 -2.042 -1.714
H -4.037 -0.290 -0.979
H 0.360 -4.175 0.605
C -0.683 -3.932 0.898
C -2.765 -1.228 -2.421
H 3.097 -1.470 2.683
H 0.923 3.598 0.882
H 1.260 0.212 -1.258
C 1.896 -2.451 -1.308
O 1.448 -0.562 2.103
H -1.749 -5.165 -0.522
O 0.709 -0.447 -0.815

Values from the calculation:
spin multiplicity: 5
orbital gap (alpha / beta): 4.6 / 4.3 eV
total charge: -2
<S²>: 6.009
ΔE to the lowest compared entry with this formula, charge and spin: 0.0 kcal/mol



3.
Computed, not measured: a 6-piece molecular cluster, C14H37ClNO9 overall at a distorted geometry, with wB97M-V/def2-TZVPD.

Cartesian coordinates (Å):
H 1.427 13.255 -15.584
C -2.107 9.358 -20.188
H 0.648 9.423 -19.805
H 3.388 12.163 -21.908
H -2.231 8.538 -20.895
C -2.990 6.443 -16.583
H -1.084 6.106 -19.265
Cl 3.792 10.752 -19.282
C 3.504 6.767 -17.120
H -0.132 5.855 -17.403
H -2.102 10.707 -18.095
C -0.440 6.624 -16.695
H 4.371 6.857 -17.774
C -1.231 10.064 -17.969
O 3.695 5.652 -16.203
O 3.166 10.134 -18.185
H -1.248 10.636 -15.899
H 6.818 11.293 -19.540
H 0.495 13.923 -16.884
H -1.549 10.168 -20.658
H 0.132 7.805 -20.372
C -1.810 7.354 -17.029
H 0.381 7.336 -16.609
H 2.540 6.680 -17.621
C 0.131 8.502 -19.534
H 9.651 12.092 -17.598
H 5.591 13.113 -21.776
H -0.472 6.128 -15.726
O 3.756 12.552 -22.704
H -2.972 5.419 -16.955
C -2.044 8.585 -16.186
O 2.479 14.247 -17.111
C 5.188 12.429 -22.523
H 1.369 12.484 -17.246
H -0.360 10.690 -18.161
H 6.852 13.256 -18.305
O -1.959 6.500 -19.292
H 3.050 13.748 -17.701
C 8.927 12.899 -17.710
H -3.073 8.936 -16.269
H 5.717 12.683 -23.441
H -2.004 8.265 -15.145
H 9.437 13.633 -18.333
N -1.947 7.643 -18.467
H 7.188 11.775 -17.403
C -1.230 8.845 -19.021
C 7.568 12.444 -18.174
H 3.358 7.665 -16.519
C 1.427 13.404 -16.664
H -3.966 6.784 -16.928
O 7.655 11.738 -19.386
H 5.371 11.404 -22.202
O 5.150 10.291 -19.510
H 0.706 8.056 -18.722
H -3.143 6.351 -15.508
H 4.642 5.571 -16.063
C -1.034 9.743 -16.486
H 0.010 9.554 -16.236
H 8.833 13.352 -16.723
O 3.091 10.518 -20.497
H -3.118 9.693 -19.955
O 3.958 12.140 -19.072

Values from the calculation:
spin multiplicity: 2
orbital gap (alpha / beta): 7.9 / 3.5 eV
<S²>: 0.755



4.
Computed, not measured: a 3-piece molecular cluster, C14H37N2O3P overall, with wB97M-V/def2-TZVPD.

Cartesian coordinates (Å):
C -0.124 -6.485 -3.271
H 2.032 -4.371 1.358
H 0.187 7.877 1.842
H -3.050 -5.011 -2.120
N 0.964 -1.832 2.505
C -1.043 -5.317 -2.908
H -0.161 -1.624 0.033
H -0.653 0.071 0.214
C -0.901 8.438 -0.346
H -0.302 -5.933 -0.531
C -0.155 0.367 2.891
H 1.683 7.211 1.162
H -1.155 -3.613 -1.620
O 1.073 1.065 2.964
H -0.411 0.109 3.921
H -1.894 5.787 0.406
H -0.570 -7.081 -4.070
H 0.521 5.455 2.232
H 2.248 -3.083 -0.165
H -1.838 6.430 2.053
C 0.038 -0.695 0.568
H 1.988 2.755 2.325
H 1.842 -1.322 2.519
H 0.375 2.510 1.631
C -2.359 -5.829 -2.334
C -0.374 -4.302 -1.963
C -0.097 -0.923 2.070
C 0.185 -4.967 -0.690
C 0.676 -3.475 -2.695
H 0.802 -2.133 3.460
H -1.050 -1.433 2.250
H -0.802 9.107 -1.199
H -1.700 4.687 1.763
P 2.687 -4.414 0.095
H -1.110 9.035 0.549
H 0.048 -7.151 -2.422
H 0.314 5.219 -0.660
C 1.298 2.008 1.932
H -1.255 -4.779 -3.840
C 0.594 7.213 1.069
H 1.115 -2.702 -2.060
H -2.190 -6.366 -1.394
N 0.564 4.853 0.254
H 0.224 -2.968 -3.551
H 1.577 4.810 0.265
C -1.426 5.671 1.385
H -2.852 -6.526 -3.014
O 1.578 -5.257 -0.772
H 1.744 1.556 1.042
H 0.852 -6.144 -3.621
H -0.013 -4.350 0.193
H 1.052 -0.384 0.312
H 1.498 -4.089 -3.063
H -1.748 7.770 -0.519
H -0.940 1.029 2.500
O 0.321 7.741 -0.216
C 0.089 5.783 1.279

Values from the calculation:
orbital gap: 9.7 eV
structure (SMILES): CC(C)[C@H](C)COP.COC[C@@H](C)N.COC[C@@H](C)N



5.
Computed, not measured: a 6-piece molecular cluster, C14H37NO8S5 overall, with wB97M-V/def2-TZVPD.

Cartesian coordinates (Å):
O 2.763 4.699 2.478
H -2.183 -2.848 -0.654
N -3.382 2.459 2.352
C -0.916 2.435 2.176
H 2.861 -4.947 1.486
O 0.868 3.906 1.535
H -2.375 -4.895 -3.002
H -3.014 -2.624 -2.229
H 3.954 -3.543 1.406
H -0.936 4.607 2.240
H 0.469 -3.796 4.310
H -0.715 -5.548 -3.024
C 0.886 -4.017 3.331
C -2.098 -2.449 -1.665
H -0.404 3.635 4.360
H -2.356 0.566 -8.261
C 2.375 0.036 6.076
H 0.674 -0.387 -2.203
H 0.333 -3.478 2.563
H 0.925 3.088 -0.702
H -0.904 1.846 3.103
H -1.518 -5.239 -1.463
C 2.938 -3.868 1.621
O 0.275 3.921 3.736
H -2.424 2.874 0.615
C -1.517 0.174 -7.687
O 0.268 1.028 4.849
H 1.900 2.503 -2.077
C 1.820 4.859 1.769
C 0.261 0.294 -2.948
S 2.591 -3.456 3.334
O -0.767 -2.773 -3.921
H 3.414 0.259 6.320
H -1.887 -1.380 -1.613
H 1.816 -0.143 6.992
C 1.157 2.230 -1.328
H -4.024 0.232 -6.446
H 3.708 1.588 4.099
H 1.023 0.573 -3.675
H -0.588 0.620 -8.034
O -1.960 2.092 -5.925
C -0.230 3.786 2.439
O -1.273 1.255 -1.048
H 2.339 2.194 3.139
H -3.188 -1.252 -5.867
H 0.859 -5.092 3.152
S -1.719 0.627 -5.960
C -2.323 2.599 1.668
H -0.317 1.886 1.445
C 2.675 1.400 3.805
O 2.539 -1.970 3.406
H -3.635 0.033 -4.717
H 2.234 -3.343 0.976
S 1.639 1.458 5.263
H 2.313 -0.818 5.401
S -0.373 1.753 -2.130
H -1.459 -0.911 -7.770
C -3.308 -0.177 -5.733
H -0.565 -0.185 -3.467
H -3.149 2.169 3.305
H 1.515 1.411 -0.704
H 1.676 5.764 1.161
C -1.411 -4.901 -2.494
H 2.574 0.420 3.340
S -0.725 -3.241 -2.508

Values from the calculation:
orbital gap: 8.7 eV
ΔE to the lowest compared entry with this formula, charge and spin: 0.0 kcal/mol



6.
Computed, not measured: a 3-piece molecular cluster, C14H38B2N5O4S overall at a distorted geometry, with wB97M-V/def2-TZVPD.

Cartesian coordinates (Å):
H 1.412 0.783 2.290
C -1.555 -2.338 0.872
H -2.536 -3.066 -0.860
C -2.116 2.491 1.856
O -0.678 -5.902 -1.988
C 4.152 5.165 1.375
H 2.497 6.279 0.995
H -1.073 2.789 1.972
H 1.913 -1.404 3.273
C -1.591 1.361 -2.349
H 2.448 2.835 -0.088
H 1.638 -7.263 -3.691
H -3.480 -1.846 -0.031
H -3.627 0.230 -2.092
H -0.659 -3.833 -0.350
H -1.727 -1.544 -2.282
H 0.875 2.950 0.650
H -2.570 3.220 1.191
C 1.446 3.228 -0.231
H 0.443 -8.008 -2.688
H 1.072 1.656 -1.633
H 1.254 3.249 -2.356
H -2.026 1.622 -3.308
N -2.215 1.112 1.330
S -0.981 2.869 -1.507
H -3.943 0.814 2.570
H -0.371 -4.145 1.325
H 0.460 -3.981 -3.046
C 0.277 -5.980 -2.733
H 3.911 6.895 0.213
H 2.754 -0.044 1.429
H -2.438 0.242 3.241
H 6.009 4.343 1.481
C -0.427 -3.343 0.594
N 5.491 5.103 1.083
H -1.172 -1.359 1.137
C -2.999 0.325 2.311
H 1.559 -3.436 -0.154
O -4.324 1.670 0.193
C 0.828 2.709 -1.515
H 1.515 4.312 -0.250
C -2.470 -2.108 -0.343
H -0.695 0.790 -2.596
H -3.232 -0.668 1.936
C 0.959 -2.734 0.426
C -1.834 -1.071 -1.300
H 0.880 -1.838 -0.184
H 0.289 -1.357 2.669
H 1.648 -4.905 -3.900
N 3.480 6.212 0.807
H 1.167 0.068 0.730
C 1.330 -1.360 2.353
B -2.598 0.380 -1.431
C 1.697 -0.061 1.670
H -4.452 2.261 -0.567
H -2.136 -2.696 1.724
N 0.859 -4.872 -3.285
O 3.602 4.348 2.084
B -3.035 1.073 0.058
N 0.849 -7.179 -3.080
H 5.964 5.763 0.496
H -2.588 2.594 2.831
O 1.684 -2.527 1.631
H -0.814 -0.869 -0.960

Values from the calculation:
orbital gap: 6.3 eV
total charge: -1



7.
Computed, not measured: a 3-piece molecular cluster, C14H38BN4O overall at a distorted geometry, with wB97M-V/def2-TZVPD.

Cartesian coordinates (Å):
H -0.622 2.321 -2.626
H -1.281 3.351 3.382
N 0.460 -2.225 -3.400
H 1.537 0.063 -2.329
H 1.952 1.270 0.466
H 2.103 -0.845 -0.931
H -1.731 2.608 4.902
N -0.928 -0.062 3.759
C 1.523 0.030 -1.240
H -1.710 2.946 -1.396
C -0.807 2.352 -1.551
H 2.248 -4.040 -3.975
H -2.570 2.154 3.416
H 0.101 -4.632 -5.518
H 2.433 4.941 -2.281
H 0.259 -4.324 -0.958
H -3.006 -0.063 3.263
H 3.158 2.571 -2.591
B 0.609 -3.441 -2.709
N 1.675 -4.469 -3.244
H 2.267 -4.801 -2.484
H -3.099 -0.110 5.525
H 0.337 1.520 4.193
C -2.132 -0.032 6.023
H -1.030 1.341 -1.210
C -1.852 -0.258 1.471
H -2.156 -1.591 3.112
C 2.096 2.815 -2.501
H -0.928 -5.979 -4.736
H 1.171 -6.598 -3.475
H -2.677 -0.694 0.905
H 3.220 1.237 -0.722
C 0.909 -5.610 -3.830
H -1.022 -1.620 5.105
C -1.598 2.413 3.840
C -2.049 -0.514 2.956
N 1.710 2.580 -1.122
C -0.020 -5.390 -4.750
H -1.989 0.999 6.340
H 2.290 4.388 -3.952
H 0.220 2.793 0.299
C -0.544 1.329 3.576
H 0.497 -0.134 -0.910
C -0.984 -0.527 5.135
O -0.132 -3.752 -1.627
H 1.565 2.157 -3.209
C 2.132 1.291 -0.612
H -0.033 -0.285 5.616
H -1.829 0.808 1.239
H -0.189 1.447 2.548
C 0.358 2.977 -0.769
H -0.922 -0.710 1.118
C 1.900 4.257 -2.942
H 0.285 4.062 -0.871
H -0.499 -1.906 -3.288
H 0.849 4.544 -2.962
H -2.182 -0.642 6.926
H 0.656 -2.313 -4.391

Values from the calculation:
orbital gap: 5.8 eV
total charge: +1



What did the seventh record say?
Computed, not measured: a 3-piece molecular cluster, C14H38BN4O overall at a distorted geometry, with wB97M-V/def2-TZVPD.

Cartesian coordinates (Å):
H -0.622 2.321 -2.626
H -1.281 3.351 3.382
N 0.460 -2.225 -3.400
H 1.537 0.063 -2.329
H 1.952 1.270 0.466
H 2.103 -0.845 -0.931
H -1.731 2.608 4.902
N -0.928 -0.062 3.759
C 1.523 0.030 -1.240
H -1.710 2.946 -1.396
C -0.807 2.352 -1.551
H 2.248 -4.040 -3.975
H -2.570 2.154 3.416
H 0.101 -4.632 -5.518
H 2.433 4.941 -2.281
H 0.259 -4.324 -0.958
H -3.006 -0.063 3.263
H 3.158 2.571 -2.591
B 0.609 -3.441 -2.709
N 1.675 -4.469 -3.244
H 2.267 -4.801 -2.484
H -3.099 -0.110 5.525
H 0.337 1.520 4.193
C -2.132 -0.032 6.023
H -1.030 1.341 -1.210
C -1.852 -0.258 1.471
H -2.156 -1.591 3.112
C 2.096 2.815 -2.501
H -0.928 -5.979 -4.736
H 1.171 -6.598 -3.475
H -2.677 -0.694 0.905
H 3.220 1.237 -0.722
C 0.909 -5.610 -3.830
H -1.022 -1.620 5.105
C -1.598 2.413 3.840
C -2.049 -0.514 2.956
N 1.710 2.580 -1.122
C -0.020 -5.390 -4.750
H -1.989 0.999 6.340
H 2.290 4.388 -3.952
H 0.220 2.793 0.299
C -0.544 1.329 3.576
H 0.497 -0.134 -0.910
C -0.984 -0.527 5.135
O -0.132 -3.752 -1.627
H 1.565 2.157 -3.209
C 2.132 1.291 -0.612
H -0.033 -0.285 5.616
H -1.829 0.808 1.239
H -0.189 1.447 2.548
C 0.358 2.977 -0.769
H -0.922 -0.710 1.118
C 1.900 4.257 -2.942
H 0.285 4.062 -0.871
H -0.499 -1.906 -3.288
H 0.849 4.544 -2.962
H -2.182 -0.642 6.926
H 0.656 -2.313 -4.391

Values from the calculation:
orbital gap: 5.8 eV
total charge: +1